This record from the OMol25 dataset describes a molecular structure, C12H22Al2Br5CaCl3F4N2O6P2 at a distorted geometry. The level of theory is the ωB97M-V functional and the def2-TZVPD basis.

```
! wB97M-V def2-TZVPD RIJCOSX def2/J DEFGRID3
* xyz 0 1
C -3.60948 -2.48722 -3.20263
C -2.09470 -2.01026 -3.25782
N -1.90358 -0.79368 -2.40296
P -0.22117 -0.59234 -1.87248
P -0.02098 -1.23732 0.19740
N 0.18258 -2.80352 0.28173
O 1.27891 -0.29861 0.89516
O -1.51126 -0.74458 1.04914
H -3.72283 -3.66454 -3.17423
H -4.08154 -2.10182 -2.23575
H -4.19692 -2.06111 -4.06364
H -1.89452 -1.75726 -4.34746
H -1.42941 -2.87956 -2.96144
H -2.55783 -0.75614 -1.61274
H -0.04368 0.84369 -1.80372
H -0.56347 -3.25276 0.82729
H 1.15793 -0.30438 1.89086
H -1.70474 -1.53819 1.61820
C 2.95800 1.72863 5.17996
C 3.18996 2.90087 5.79904
C 2.99910 4.19432 5.10219
O 3.19761 5.23949 5.69321
C 2.57368 4.16041 3.69257
C 2.35094 2.99950 3.08626
C 2.51421 1.70295 3.80200
O 2.26859 0.64099 3.20003
O 1.96159 2.94307 1.77119
O 3.60494 2.94574 7.08161
H 3.08683 0.77953 5.67651
H 2.45613 5.10880 3.18506
H 1.87977 1.99720 1.56531
H 3.69787 3.89239 7.29131
Ca -0.26154 0.47523 2.16099
F -5.22716 -5.26797 -7.06613
Al -5.02377 -3.52294 -6.89596
F -5.13944 -2.75273 -8.47301
F -3.44007 -3.18483 -6.18570
F -6.28079 -2.89085 -5.83191
Cl 2.12092 -4.25329 0.34458
Cl -4.14809 -5.21944 -3.12910
Br 3.25218 -2.14968 -2.21092
C 5.18874 -1.99457 -2.05212
C 5.72497 -2.91559 -0.98606
Br 5.38329 -2.20675 0.79599
H 5.41041 -0.94606 -1.86465
H 5.57577 -2.27364 -3.03287
H 6.81022 -2.99261 -1.05876
H 5.29015 -3.91308 -1.02144
Al -5.56816 -7.08926 -3.62051
Cl 5.31221 0.77071 5.27871
Br -0.89142 3.95758 1.36534
C -2.77864 4.22372 0.93650
C -3.27497 5.54564 1.46296
Br -3.57546 5.46942 3.38576
H -3.32076 3.37043 1.33822
H -2.82796 4.20004 -0.15288
H -4.24584 5.78787 1.03082
H -2.58507 6.36774 1.28038
Br -3.28222 0.61059 -3.74941
*
```

**F_max**: 7.93 eV/Å
**Kohn-Sham gap**: 1.70 eV
**M**: 1028.177 g/mol

This record from the OMol25 dataset describes 6 unconnected molecules or ions with the total composition C33H36F3N5O5 at a distorted geometry. The level of theory is the ωB97M-V functional and the def2-TZVPD basis.

```
! wB97M-V def2-TZVPD RIJCOSX def2/J DEFGRID3
* xyz 0 1
O -2.97326 0.85741 0.98157
C -2.24405 1.23930 0.03903
O -1.35001 2.36385 0.02373
C -0.41785 2.00601 -1.03472
C -0.72115 0.52260 -1.56566
C -0.72906 0.21253 -3.13137
C 0.18038 1.15844 -4.04901
O -0.61483 1.52724 -5.22755
C -0.11823 -0.52239 -0.50712
C 1.00535 -1.52280 -1.04272
O 0.42797 -2.66986 -1.75317
C 2.18213 -0.87856 -1.90273
F 3.41105 -1.48068 -1.44111
F 2.35919 0.51250 -1.75632
F 2.03573 -1.31838 -3.24173
O -2.16470 0.50851 -1.20976
H 0.67371 2.34057 -0.94784
H -0.78507 2.67779 -1.90497
H -0.50244 -0.89211 -3.33478
H -1.81949 0.36846 -3.48610
H 1.11681 0.65633 -4.48139
H 0.52372 2.13591 -3.57251
H -1.41771 2.02303 -4.96183
H -1.00110 -1.18541 -0.15730
H 0.26793 -0.01994 0.46160
H 1.50485 -1.98940 -0.10761
H -0.09661 -3.11972 -1.05423
C -4.29278 -0.25456 5.22603
C -3.58089 -0.14213 6.41189
C -2.37989 0.54831 6.39158
N -1.86053 1.11331 5.28876
C -2.57006 0.98735 4.15424
C -3.78167 0.32057 4.07208
H -5.23782 -0.78651 5.20153
H -3.95039 -0.58040 7.33078
H -1.78793 0.66627 7.29377
H -2.12762 1.45024 3.27856
H -4.31135 0.25201 3.13028
C -2.33232 4.99236 -8.66658
C -3.50857 4.26242 -8.76108
C -3.95132 3.58474 -7.63683
N -3.30610 3.58958 -6.45939
C -2.17039 4.30201 -6.39603
C -1.64633 5.01594 -7.46097
H -1.95370 5.53736 -9.52442
H -4.06892 4.22107 -9.68671
H -4.86689 3.00281 -7.65968
H -1.66894 4.28642 -5.43343
H -0.72567 5.57530 -7.35141
C 6.52315 -2.01765 -3.24211
C 6.19201 -0.78973 -2.68818
C 7.16880 0.19203 -2.63964
N 8.42095 0.02405 -3.09452
C 8.71533 -1.17393 -3.62387
C 7.80969 -2.21811 -3.72173
H 5.78571 -2.81110 -3.29933
H 5.19973 -0.59945 -2.30408
H 6.95754 1.16979 -2.21875
H 9.73429 -1.28310 -3.98153
H 8.10243 -3.16376 -4.16084
C -3.27449 -4.47347 5.28637
C -3.58418 -5.74052 4.81320
C -3.79529 -5.89859 3.45275
N -3.72150 -4.89531 2.56331
C -3.42209 -3.67947 3.04798
C -3.18994 -3.41875 4.38885
H -3.10093 -4.30938 6.34449
H -3.65946 -6.58624 5.48538
H -4.03685 -6.87023 3.03417
H -3.37109 -2.88660 2.30798
H -2.94992 -2.41762 4.72285
C 1.39876 1.35307 5.84906
C 2.41446 1.69929 6.72837
C 3.39927 0.76063 6.99368
N 3.42652 -0.46787 6.45170
C 2.43052 -0.77709 5.60541
C 1.40321 0.09105 5.27286
H 0.61054 2.05981 5.61450
H 2.44127 2.67538 7.19675
H 4.21643 0.98458 7.67190
H 2.47603 -1.77644 5.18377
H 0.62596 -0.21096 4.58187
*
```

**F_max**: 5.47 eV/Å
**SMILES string**: O=C1OC[C@@](CCO)(C[C@@H](O)C(F)(F)F)O1.c1ccncc1.c1ccncc1.c1ccncc1.c1ccncc1.c1ccncc1
**Kohn-Sham gap**: 9.67 eV
**M**: 639.675 g/mol

This record from the OMol25 dataset describes a molecular structure, C35H32CrN6OP2S4. The level of theory is the ωB97M-V functional and the def2-TZVPD basis.

```
! wB97M-V def2-TZVPD RIJCOSX def2/J DEFGRID3
* xyz -2 5
Cr -1.07221 -0.78356 1.38405
S 0.85064 -0.12375 2.76770
P 1.59787 0.13597 0.87325
C 0.15574 0.06346 -0.08562
P -0.25530 1.14099 -1.34529
S -2.15761 1.17244 -1.97663
C 0.79626 0.72259 -2.81473
C 2.18069 0.84570 -2.71407
C 3.01047 0.40191 -3.73294
C 2.46621 -0.18083 -4.87117
C 1.08715 -0.29509 -4.98777
C 0.25918 0.16221 -3.96846
C 0.24170 2.87424 -1.02698
C 0.68916 3.73295 -2.02853
C 0.94788 5.06720 -1.74993
C 0.74468 5.56668 -0.47110
C 0.28801 4.71912 0.52820
C 0.04409 3.38375 0.25164
C 2.78565 1.41518 0.85033
C 2.64007 2.58633 1.67886
C 3.53929 3.61423 1.63631
C 4.67416 3.58774 0.78696
C 4.87828 2.41079 0.02913
C 3.99164 1.36667 0.05609
C 2.62240 -1.33636 0.45859
C 3.57489 -1.79451 1.36496
C 4.39128 -2.86714 1.04833
C 4.27320 -3.49251 -0.18922
C 3.33243 -3.03940 -1.09974
C 2.50815 -1.96802 -0.77033
H 2.61762 1.28875 -1.82477
H 4.08439 0.50151 -3.62596
H 3.11376 -0.54276 -5.66184
H 0.65247 -0.73552 -5.87871
H -0.82138 0.11159 -4.05653
H 0.83676 3.36377 -3.03563
H 1.31796 5.71780 -2.53452
H 0.95985 6.60571 -0.24946
H 0.14638 5.08785 1.53696
H -0.27838 2.71916 1.04549
H 1.79608 2.63914 2.35674
H 3.37152 4.47669 2.27645
H 5.37454 4.41212 0.75270
H 5.76972 2.31810 -0.58629
H 4.22207 0.47301 -0.51703
H 3.66318 -1.29967 2.32550
H 5.11877 -3.22434 1.76831
H 4.90895 -4.33550 -0.43587
H 3.22985 -3.52031 -2.06580
H 1.76735 -1.60741 -1.47493
C -2.20087 -3.46760 3.67580
C -2.85878 -2.13184 3.80920
C -3.91295 -1.91419 4.68858
C -4.41103 -0.61990 4.75323
N -3.98335 0.38559 4.01529
C -2.99555 0.09831 3.13890
S -2.37308 1.20718 2.00821
N -2.40385 -1.12768 3.07050
H -2.60413 -4.16868 4.40638
H -1.12381 -3.37513 3.80840
H -2.35353 -3.85995 2.66955
H -4.30028 -2.70949 5.30929
H -5.21065 -0.38703 5.45523
C -6.69787 -0.38902 -1.30114
C -6.17709 -1.55875 -0.46800
C -4.68985 -1.68244 -0.54785
N -3.91009 -1.34067 0.40840
N -2.58678 -1.44050 0.08056
C -2.37557 -1.88930 -1.13164
N -1.15785 -2.08524 -1.66607
S -3.85131 -2.21733 -1.97254
H -7.78251 -0.30204 -1.21037
H -6.45402 -0.51203 -2.35781
H -6.24063 0.54199 -0.96596
H -6.65297 -2.49369 -0.77835
H -6.40865 -1.40641 0.58696
H -0.43382 -1.58015 -1.12144
H -1.09246 -1.91850 -2.65820
O 0.53508 -4.82164 1.65687
C 0.10352 -3.72262 1.43601
N -0.33280 -2.64992 1.20530
*
```

**⟨S²⟩**: 6.08
**Relative energy (zero: lowest compared OMol25 entry of this formula, charge and spin)**: 31.85 kcal/mol
**F_max**: 0.50 eV/Å
**Kohn-Sham gap (spin up / spin down)**: 2.58 / 5.86 eV
**M**: 794.894 g/mol

This record from the OMol25 dataset describes 2 unconnected molecules or ions with the total composition C9H19F4NO5S3 at a distorted geometry. The level of theory is the ωB97M-V functional and the def2-TZVPD basis.

```
! wB97M-V def2-TZVPD RIJCOSX def2/J DEFGRID3
* xyz 0 1
C 2.41947 0.28940 -0.59905
C 2.82584 -1.24909 -0.75816
C 1.57664 -2.22108 -0.64921
C 0.39458 -1.80878 -1.63202
O -0.74761 -1.20630 -0.90464
S -2.09238 -2.13585 -1.28598
C -2.73844 -2.71139 0.35164
C -4.21859 -2.30053 0.68955
F -1.88666 -2.35533 1.41803
C -3.28366 -1.01066 -2.16349
F -4.56874 -1.58114 -2.29235
C -3.29960 0.47383 -1.61286
C -4.68678 0.95864 -1.00926
H 2.45423 0.76853 -1.62320
H 1.41772 0.42775 -0.09924
H 3.20425 0.80820 0.02853
H 3.53116 -1.47460 0.10006
H 3.41541 -1.41537 -1.70772
H 1.91831 -3.25738 -0.95971
H 1.17235 -2.28322 0.40066
H 0.04807 -2.75359 -2.15106
H 0.74889 -1.10601 -2.44834
H -2.71239 -3.84478 0.33724
H -4.41628 -2.63226 1.75565
H -4.41895 -1.19967 0.64957
H -4.89883 -2.92031 0.03846
H -2.90056 -0.95112 -3.22973
H -3.06840 1.16488 -2.48194
H -2.47883 0.68603 -0.86009
H -4.44421 1.49390 -0.03730
H -5.40150 0.13935 -0.73745
H -5.20125 1.74384 -1.64106
N 4.67285 3.80611 3.72004
S 3.84644 2.81868 2.81648
O 4.58553 1.81055 2.09151
O 2.67107 3.34123 2.16227
F 3.17561 1.92622 3.96172
S 5.54044 4.80550 2.86690
O 6.54463 5.49216 3.64260
O 4.86033 5.61667 1.88813
F 6.43984 3.84699 1.96482
*
```

**F_max**: 3.29 eV/Å
**Kohn-Sham gap**: 5.17 eV
**M**: 393.446 g/mol